# C2H8N2S

2 unconnected molecules or ions with the total composition C2H8N2S in a non-equilibrium geometry (the ωB97M-V functional and the def2-TZVPD basis, the Open Molecules 2025 dataset).

Multiplicity ... 1
Maximum force ... 0.0974 hartree/bohr
Kohn-Sham gap (alpha / beta) ... 8.67 / 8.69 eV
E_LUMO (alpha / beta) ... -0.020 / -0.003 eV
HOMO level (alpha / beta) ... -8.7 / -8.7 eV
ΔE to the lowest compared entry with this formula, charge and spin ... 3.745 eV
Molar mass ... 92.167 g/mol

XYZ file:
```
13
Properties=species:S:1:pos:R:3:forces:R:3
C -0.0401 -0.3948 -2.0295 3.587 -3.457 0.510
C 0.0409 0.7783 1.7951 3.108 -1.218 0.985
N -0.3975 -0.4796 -0.6782 1.435 2.177 3.496
N 0.4052 1.0204 0.4540 -1.210 -1.594 -2.820
S 0.1331 -1.0372 2.2962 -0.485 0.642 0.027
H 1.0872 -0.5392 -2.2865 -1.753 0.611 0.956
H -0.4256 -1.3178 -2.4400 -0.307 -0.742 -0.235
H -0.4501 0.2927 -2.6076 -1.606 3.825 -2.345
H -0.8576 1.2692 2.0541 -0.995 0.230 0.456
H 0.9588 1.1478 2.3953 -1.748 -0.008 -0.547
H -1.3261 -0.1158 -0.4959 -0.134 0.209 -0.355
H 1.3912 0.7964 0.3580 -0.087 -0.485 -0.349
H -0.5195 -1.4202 1.1849 0.194 -0.191 0.221
```
Positions in Å, forces in eV/Å.